## a
DFT (wB97M-V/def2-TZVPD) results for a structure of composition C37H39B2F4N6O6PTi.

The geometry in XYZ format:
```
96
Properties=species:S:1:pos:R:3
Ti 0.7197 -0.0056 -1.9050
C -0.2076 -3.8833 -1.9354
C -0.3042 -2.3786 -1.9024
N 0.6675 -1.7009 -2.7326
O 1.0230 -2.3056 -3.9038
B 2.4161 -1.9563 -4.1984
F 3.2841 -2.2531 -3.1595
F 2.7815 -2.5274 -5.3926
O 2.5143 -0.4197 -4.4659
N 1.6830 0.3813 -3.8400
C 1.5948 1.5835 -4.2891
C 2.3811 2.0941 -5.4449
C 0.4873 2.3609 -3.6720
N -0.1110 1.7285 -2.7381
O -1.2553 2.2387 -2.1994
B -2.4935 1.6555 -2.8631
F -3.5532 2.3470 -2.3134
F -2.3655 1.8303 -4.2392
O -2.7072 0.2143 -2.5463
N -1.5831 -0.5231 -2.3844
C -1.6896 -1.7850 -2.2786
C -2.9479 -2.5693 -2.3669
C 0.0724 3.6806 -4.2064
H 0.7948 -4.1868 -1.6354
H -0.3697 -4.2255 -2.9574
H -0.9411 -4.3564 -1.2857
H 3.2786 1.4953 -5.5718
H 2.6518 3.1390 -5.2962
H 1.7970 2.0265 -6.3664
H -3.7836 -1.9190 -2.6116
H -3.1515 -3.0707 -1.4156
H -2.8542 -3.3501 -3.1238
H 0.9453 4.3199 -4.3365
H -0.6556 4.1430 -3.5470
H -0.3946 3.5370 -5.1830
N 0.0890 -1.6877 -0.6398
P -0.3676 -1.9216 0.8654
C 0.8658 -1.0864 1.8785
C 2.2003 -1.1908 1.4860
C 3.1910 -0.5408 2.2059
C 2.8539 0.2244 3.3140
C 1.5272 0.3365 3.7060
C 0.5351 -0.3182 2.9928
C -0.4085 -3.6757 1.2995
C -1.6019 -4.3956 1.2661
C -1.5963 -5.7666 1.4701
C -0.3998 -6.4267 1.7133
C 0.7908 -5.7153 1.7575
C 0.7877 -4.3448 1.5498
C -1.9852 -1.3112 1.4201
C -2.4715 -1.6631 2.6844
C -3.7145 -1.2218 3.1040
C -4.4978 -0.4406 2.2589
C -4.0239 -0.0851 1.0072
C -2.7658 -0.5103 0.5949
H 2.4522 -1.7434 0.5905
H 4.2214 -0.6154 1.8820
H 3.6275 0.7456 3.8638
H 1.2598 0.9484 4.5585
H -0.4971 -0.2040 3.3004
H -2.5401 -3.8907 1.0723
H -2.5256 -6.3201 1.4353
H -0.3945 -7.4975 1.8711
H 1.7247 -6.2267 1.9497
H 1.7222 -3.8001 1.5781
H -1.8810 -2.2948 3.3383
H -4.0782 -1.4998 4.0849
H -5.4777 -0.1115 2.5811
H -4.6188 0.5211 0.3353
H -2.4131 -0.2189 -0.3823
C 1.5790 5.1847 4.7721
C 1.0860 4.3466 3.6274
C 1.9268 3.9966 2.5818
C 1.4891 3.2217 1.5159
C 2.4524 2.8870 0.4225
C 0.1476 2.8007 1.5030
C -0.4120 1.9324 0.4804
O 0.1837 1.1035 -0.1964
C -0.7366 3.1757 2.5403
C -2.1815 2.7492 2.5771
C -0.2424 3.9279 3.5910
H 2.6580 5.3236 4.7328
H 1.3245 4.7246 5.7279
H 1.1098 6.1703 4.7522
H 2.9567 4.3357 2.5891
H 3.3011 3.5694 0.4472
H 1.9878 2.9412 -0.5610
H 2.8169 1.8672 0.5298
H -1.4976 1.9855 0.3507
H -2.7358 3.1038 1.7058
H -2.6616 3.1578 3.4645
H -2.2903 1.6633 2.6089
H -0.9081 4.2030 4.4015
O 4.9610 0.0606 -1.2642
C 3.7839 0.0580 -1.3054
N 2.5885 0.1004 -1.2808
```

Computed properties:
Net charge ... 0
2S+1 ... 1
Lowest unoccupied orbital energy ... -0.9906 eV
Frontier orbital gap ... 6.593 eV
M ... 840.2 u

=====

## b
DFT (wB97M-V/def2-TZVPD) results for a structure of composition C37H39B2F4N6O6PTi.

The geometry in XYZ format:
```
96
Properties=species:S:1:pos:R:3
Ti -0.4882 -1.1628 0.6738
C -0.2161 -4.5726 3.2839
C -0.2879 -3.2148 2.6580
N -0.6616 -2.9873 1.3750
O -1.0151 -4.0864 0.5913
B -0.6109 -3.8320 -0.7860
F 0.7781 -3.7172 -0.9045
F -1.0866 -4.7875 -1.6497
O -1.1461 -2.4330 -1.2440
N -1.9999 -1.7675 -0.3956
C -3.2433 -2.0392 -0.3375
C -3.8808 -3.1114 -1.1527
C -4.0316 -1.2076 0.5996
N -3.5857 -0.3896 1.4810
O -2.2398 -0.2240 1.6229
B -1.8834 0.3411 3.0364
F -2.4559 -0.4948 3.9717
F -2.3276 1.6393 3.1533
O -0.4108 0.3123 3.0483
N -0.0342 -0.9448 2.5328
C -0.0539 -2.0278 3.3474
C 0.1147 -1.9549 4.8315
C -5.5298 -1.3026 0.5330
H -0.2874 -5.3334 2.5104
H -1.0364 -4.7166 3.9918
H 0.7251 -4.7028 3.8170
H -3.1637 -3.5279 -1.8541
H -4.7530 -2.7357 -1.6874
H -4.2070 -3.9113 -0.4849
H 0.2332 -0.9180 5.1376
H 0.9906 -2.5292 5.1436
H -0.7617 -2.3619 5.3370
H -5.8631 -2.3351 0.6433
H -5.9008 -0.9279 -0.4238
H -5.9552 -0.7026 1.3324
N 1.5235 -1.3219 0.2448
P 2.4470 -0.2086 -0.5145
C 4.1799 -0.7080 -0.3705
C 5.0485 -0.1481 0.5594
C 6.3439 -0.6328 0.6675
C 6.7708 -1.6696 -0.1481
C 5.9021 -2.2353 -1.0720
C 4.6086 -1.7567 -1.1844
C 2.3550 1.4213 0.2565
C 2.4658 2.6153 -0.4496
C 2.4906 3.8183 0.2407
C 2.3942 3.8272 1.6265
C 2.2502 2.6377 2.3279
C 2.2333 1.4310 1.6453
C 2.1690 -0.1030 -2.2911
C 3.0766 0.6011 -3.0855
C 2.9055 0.6378 -4.4582
C 1.8424 -0.0395 -5.0444
C 0.9569 -0.7590 -4.2575
C 1.1174 -0.7950 -2.8791
H 4.7204 0.6647 1.1924
H 7.0203 -0.2013 1.3936
H 7.7856 -2.0361 -0.0643
H 6.2323 -3.0511 -1.7010
H 3.9182 -2.2014 -1.8917
H 2.5326 2.6073 -1.5293
H 2.5793 4.7503 -0.3024
H 2.4131 4.7679 2.1620
H 2.1351 2.6453 3.4035
H 2.1098 0.4968 2.1824
H 3.9269 1.0993 -2.6346
H 3.6058 1.1844 -5.0760
H 1.7200 -0.0234 -6.1197
H 0.1379 -1.3024 -4.7108
H 0.4502 -1.3825 -2.2647
C -4.5652 5.1513 -2.3423
C -3.5356 4.2377 -1.7477
C -3.1956 3.0377 -2.3616
C -2.2705 2.1705 -1.8114
C -1.9549 0.9015 -2.5458
C -1.6594 2.5047 -0.5740
C -0.7946 1.6051 0.1236
O -0.3589 0.5029 -0.3005
C -1.9660 3.7551 0.0382
C -1.3073 4.2279 1.3041
C -2.8954 4.5818 -0.5608
H -4.9186 4.7810 -3.3028
H -4.1567 6.1529 -2.4819
H -5.4207 5.2384 -1.6702
H -3.6684 2.7686 -3.2990
H -2.4894 0.8714 -3.4944
H -2.2424 0.0310 -1.9560
H -0.8876 0.8174 -2.7411
H -0.4823 1.9037 1.1267
H -1.6012 3.6116 2.1489
H -1.6020 5.2550 1.5121
H -0.2199 4.1959 1.2222
H -3.1369 5.5278 -0.0898
O 2.5573 -4.3536 1.8279
C 2.3585 -3.2964 1.3626
N 2.3212 -2.1439 1.0273
```

Computed properties:
Net charge ... 0
2S+1 ... 1
Lowest unoccupied orbital energy (alpha / beta) ... -1.1971 / -1.1717 eV
Frontier orbital gap (alpha / beta) ... 4.582 / 4.672 eV
M ... 840.2 u

=====

The winner here is a, beating the second structure by 2.592 eV.

=====

## a
DFT (wB97M-V/def2-TZVPD) results for a cluster of 3 separate species, C3H14N2O2 in total.

The geometry in XYZ format:
```
21
Properties=species:S:1:pos:R:3
C -0.3697 0.1444 -1.9795
C -0.0903 -0.3631 -0.5626
N 0.7514 0.6777 0.1643
C 0.7248 -1.7202 -0.6976
N 0.6762 -2.5166 0.5961
H -0.7078 -0.5955 -2.7358
H -1.0476 0.8425 -1.9519
H 0.5720 0.4126 -2.4053
H -0.9984 -0.5737 -0.0376
H 1.3647 1.1831 -0.4483
H 0.2409 1.3271 0.7215
H 1.7320 -1.4901 -0.9707
H 0.4823 -2.3548 -1.5701
H 0.9239 -1.9349 1.3124
H 1.1613 -3.4098 0.6089
O -0.8763 3.3813 -0.3201
H -0.2104 4.2409 -0.5695
H -1.5594 3.6914 0.2434
O -0.8980 -0.0142 3.7815
H -1.5721 -0.2257 3.1061
H -0.2997 -0.7023 3.7150
```

Computed properties:
SMILES ... C[C@H](N)CN.O.O
Net charge ... 0
2S+1 ... 1
Lowest unoccupied orbital energy ... 0.4960 eV
Frontier orbital gap ... 9.191 eV
M ... 110.2 u

=====

## b
DFT (wB97M-V/def2-TZVPD) results for a cluster of 3 separate species, C3H14N2O2 in total.

The geometry in XYZ format:
```
21
Properties=species:S:1:pos:R:3
C -1.0049 -0.4832 -2.5038
C 0.1770 -0.8970 -1.6267
N -0.2335 -0.7614 -0.2485
C -0.0624 0.5575 0.3897
N -0.4675 0.4200 1.7860
H -1.3904 0.5069 -2.3021
H -0.6814 -0.6671 -3.5373
H -1.9073 -1.1709 -2.3324
H 1.1924 -0.3736 -1.6908
H 0.4275 -1.9051 -1.7471
H -1.1932 -0.9662 -0.0643
H 0.9365 0.9414 0.3999
H -0.7591 1.2332 -0.1156
H 0.3366 0.6251 2.3357
H -0.6708 -0.5805 1.9809
O 1.2487 3.7088 2.0440
H 0.7323 4.5166 1.6907
H 0.6462 3.1554 2.5934
O 1.0188 -2.6175 1.3253
H 0.8265 -3.3987 0.9811
H 0.8283 -1.8438 0.6417
```

Computed properties:
SMILES ... CCNCN.O.O
Net charge ... 0
2S+1 ... 1
Lowest unoccupied orbital energy ... 0.8385 eV
Frontier orbital gap ... 10.001 eV
M ... 110.2 u

=====

The winner here is b, beating the second structure by 0.261 eV.

=====

## a
DFT (wB97M-V/def2-TZVPD) results for a cluster of 3 separate species, C3H14N2O2 in total.

The geometry in XYZ format:
```
21
Properties=species:S:1:pos:R:3
C -2.5742 -0.4735 -0.2763
C -1.2025 -0.1681 0.3816
N -0.0508 -0.2101 -0.4998
C 1.3140 -0.0464 -0.0669
N 2.3002 -0.2796 -1.1759
H -2.4958 -1.3047 -0.9924
H -3.2741 -0.6914 0.6909
H -2.9458 0.3989 -0.8820
H -1.0002 -0.9080 1.2428
H -1.1422 0.8777 0.8594
H -0.1615 -1.0068 -1.1682
H 1.4783 0.9564 0.3068
H 1.5682 -0.7919 0.7272
H 2.0221 0.2278 -2.0358
H 2.2654 -1.2988 -1.3743
O 1.1695 0.3188 4.0641
H 2.0138 -0.2093 4.1096
H 1.3895 1.3140 4.2476
O 0.0257 1.0298 -3.0241
H -0.7302 1.6252 -3.0182
H 0.0305 0.6400 -2.1160
```

Computed properties:
SMILES ... CCNCN.O.O
Net charge ... 0
2S+1 ... 1
Lowest unoccupied orbital energy ... 0.6807 eV
Frontier orbital gap ... 9.626 eV
M ... 110.2 u

=====

## b
DFT (wB97M-V/def2-TZVPD) results for a cluster of 3 separate species, C3H14N2O2 in total.

The geometry in XYZ format:
```
21
Properties=species:S:1:pos:R:3
N 0.8706 1.6695 -1.4343
C 0.4629 0.2767 -1.6020
C 1.1208 -0.7885 -0.7037
C 0.3739 -2.1164 -0.8265
N 0.4443 -2.7876 -2.1114
H 1.6868 1.7323 -0.8551
H 0.2194 2.2747 -0.9502
H -0.5874 0.1632 -1.3389
H 0.7060 -0.0087 -2.6263
H 0.9451 -0.5189 0.3304
H 2.2052 -0.8349 -0.8160
H 0.5881 -2.8330 -0.0485
H -0.6862 -1.8901 -0.6751
H 1.1754 -3.4645 -2.2576
H 0.3643 -2.1853 -2.9117
O 0.9659 1.9350 1.6322
H 0.5629 1.2497 1.1020
H 1.3667 2.6385 1.1239
O -4.2003 1.7789 4.6280
H -4.3099 2.6282 5.0588
H -4.2746 1.0814 5.2820
```

Computed properties:
SMILES ... NCCCN.O.O
Net charge ... 0
2S+1 ... 1
Lowest unoccupied orbital energy ... 0.9435 eV
Frontier orbital gap ... 9.956 eV
M ... 110.2 u

=====

## c
DFT (wB97M-V/def2-TZVPD) results for a cluster of 3 separate species, C3H14N2O2 in total.

The geometry in XYZ format:
```
21
Properties=species:S:1:pos:R:3
C -0.2389 1.1326 2.4479
C -0.0724 0.9560 0.9421
N -1.1024 0.0750 0.3520
C 1.2795 0.3619 0.6325
N 1.5901 0.2255 -0.7997
H 0.4423 1.8835 2.8388
H -1.2429 1.3880 2.7842
H 0.0217 0.2278 3.0162
H -0.2365 1.9478 0.5144
H -1.3098 -0.6654 1.0032
H -1.9463 0.5747 0.1319
H 1.3572 -0.6366 1.0541
H 2.0741 0.9687 1.0689
H 1.2652 1.0258 -1.3309
H 1.0212 -0.5379 -1.1736
O -5.1000 -2.1344 -0.9526
H -5.3877 -1.8851 -1.8440
H -5.7549 -1.7141 -0.3673
O 4.1232 -0.3152 -2.1888
H 3.3413 0.0561 -1.7282
H 4.8750 0.0655 -1.7202
```

Computed properties:
SMILES ... C[C@H](N)CN.O.O
Net charge ... 0
2S+1 ... 1
Lowest unoccupied orbital energy ... 0.7581 eV
Frontier orbital gap ... 10.255 eV
M ... 110.2 u

=====

## d
DFT (wB97M-V/def2-TZVPD) results for a cluster of 3 separate species, C3H14N2O2 in total.

The geometry in XYZ format:
```
21
Properties=species:S:1:pos:R:3
C -1.1662 -0.2537 2.8656
C -0.3429 0.2337 1.6657
N -0.9103 -0.1931 0.3872
C -0.1937 0.5252 -0.6816
N -0.5830 0.0721 -1.9598
H -2.2325 -0.2477 2.6651
H -1.0248 0.3660 3.7538
H -0.7780 -1.2246 3.1722
H -0.3128 1.3331 1.6591
H 0.6556 -0.1830 1.7731
H -1.8838 -0.0791 0.1570
H 0.8790 0.4121 -0.4615
H -0.3608 1.6070 -0.5728
H -0.3877 -0.8528 -2.2720
H -0.5818 0.7330 -2.7290
O 2.3989 1.5735 -3.5169
H 2.4825 2.2440 -2.8184
H 2.2233 2.1056 -4.3073
O 0.5446 -2.8555 0.0617
H 1.2970 -3.2071 0.5477
H 0.2773 -2.1086 0.6111
```

Computed properties:
SMILES ... CCNCN.O.O
Net charge ... 0
2S+1 ... 1
Lowest unoccupied orbital energy ... 0.7274 eV
Frontier orbital gap ... 9.402 eV
M ... 110.2 u

=====

The winner here is c, beating the second structure by 0.607 eV.

=====

## a
DFT (wB97M-V/def2-TZVPD) results for a structure of composition C4H7NS.

The geometry in XYZ format:
```
13
Properties=species:S:1:pos:R:3
C -1.6735 1.0156 -1.4401
C -1.1425 1.6507 -0.1408
C -0.0934 -0.9884 0.1806
C 1.0306 -1.7026 0.3633
H -1.7704 -0.0980 -1.4586
H -0.7808 1.4702 -2.1666
H -2.7225 1.3554 -1.4839
H -1.9264 1.6412 0.7946
H -0.5846 2.7789 -0.5363
H -0.6062 -1.5208 1.1940
H -0.4643 -1.3190 -0.8612
N 2.0983 -1.9573 0.9960
S 0.3400 0.5964 0.2355
```

Computed properties:
Net charge ... 0
2S+1 ... 1
Lowest unoccupied orbital energy ... 0.5509 eV
Frontier orbital gap ... 9.706 eV
M ... 101.2 u

=====

## b
DFT (wB97M-V/def2-TZVPD) results for the molecule C4H7NS.

The geometry in XYZ format:
```
13
Properties=species:S:1:pos:R:3
C 0.0334 -1.6149 -0.0342
N -1.2274 -1.5564 -0.0879
S -2.1798 -0.2342 -0.0888
C -0.8970 1.1278 0.2509
C 0.4019 0.7737 -0.4444
C 1.0068 -0.4630 0.1465
H 0.4642 -2.5839 -0.0676
H -1.4095 1.9929 -0.1826
H -0.7383 1.2880 1.3122
H 0.3479 0.7658 -1.5458
H 1.0993 1.5748 -0.1726
H 2.0002 -0.6470 -0.3051
H 1.0984 -0.4237 1.2195
```

Computed properties:
SMILES ... C1=NSCCC1
Net charge ... 0
2S+1 ... 1
Lowest unoccupied orbital energy ... 0.9513 eV
Frontier orbital gap ... 9.338 eV
M ... 101.2 u

=====

The winner here is b, beating the second structure by 3.880 eV.